C4H4Cl10 | ωB97M-V with the def2-TZVPD basis set

The calculation puts the LUMO energy at 0.0 eV. The value obtained for the HOMO energy is -10.90 eV. Its orbital gap is 10.945 eV. The relative energy (zero: lowest compared OMol25 entry of this formula, charge and spin) comes out at 9.1 kcal per mole.

Last column: Mulliken charge in e.
Atoms and positions in Å:
C 2.5350 4.4915 -19.7167  0.4152
Cl 0.9178 5.0409 -19.4269  -0.1044
Cl 2.4628 2.8183 -19.8216  -0.0964
Cl 3.0805 5.2494 -21.2038  -0.1048
Cl 3.5236 4.9261 -18.3424  -0.1093
C -3.2882 9.2187 -22.3593  0.3633
Cl -3.9852 7.9493 -23.3877  -0.0842
Cl -4.6076 10.1999 -21.5290  -0.1069
Cl -2.2792 8.4950 -21.1749  -0.0694
Cl -2.2603 10.2700 -23.3928  -0.1026
Cl -9.0940 3.6955 -24.6381  -0.1976
C -9.2308 5.2448 -23.7841  -0.4919
C -8.9610 6.4815 -24.6312  -0.3310
Cl -8.8586 7.8406 -23.5706  -0.1870
H -8.4024 5.2291 -23.0759  0.2760
H -10.1355 5.2552 -23.1763  0.3539
H -9.7702 6.6917 -25.3306  0.3126
H -7.9496 6.4319 -25.0348  0.2646

Force components x, y, z for each atom (eV/Å):
-0.1790 1.2621 0.1734
-1.3469 0.7740 0.3091
0.3322 -2.5200 -0.5452
0.5211 0.0479 -0.2605
0.6646 0.4412 0.3205
-0.5729 0.7691 -0.5325
-0.1938 0.3577 0.2152
0.9570 -0.7154 -0.8231
0.4053 -0.3611 0.8120
-0.6010 -0.0618 0.3269
-0.2330 0.0393 -0.3945
1.0262 0.1176 0.8980
-0.3344 -1.0264 -0.3383
-0.1467 1.3906 1.1619
-0.1097 -0.1149 0.1646
-0.1593 0.1751 -0.4989
0.4405 -0.2032 -0.3167
-0.4700 -0.3719 -0.6720